Arrangement w

DFT (ωB97M-V/def2-TZVPD) results for C41H51BN6O2S2Si4Ti as an isolated structure.

The geometry in ORCA input format:
```
! wB97M-V def2-TZVPD RIJCOSX def2/J DEFGRID3
* xyz -2 1
Ti -0.02012 -0.62056 0.20651
C -1.93622 -3.24332 3.09138
C -1.57359 -2.58325 1.90646
N -0.62385 -1.68085 1.87600
C 0.03321 -1.35304 3.02415
C -0.28422 -1.94882 4.25752
C -1.29634 -2.93327 4.25429
C 0.38572 -1.51768 5.43034
C 1.29620 -0.50514 5.34084
C 1.64672 0.07946 4.10628
C 1.08982 -0.37023 2.91940
N 1.37810 -0.00328 1.63299
C 2.57515 0.43005 1.12238
C 3.71358 0.82944 1.80844
C 4.93995 1.01107 1.14305
C 5.07148 0.77842 -0.19555
C 3.93223 0.40270 -0.94413
C 3.98495 0.07781 -2.32246
C 2.84116 -0.24061 -2.98491
C 1.61520 -0.23877 -2.29677
N 1.53660 0.01457 -1.00906
C 2.67866 0.31236 -0.31538
H -2.73157 -3.97646 3.06829
H -2.06900 -2.79018 0.96805
H -1.56014 -3.42143 5.18670
H 0.13858 -1.97246 6.38235
H 1.76864 -0.13717 6.24433
H 2.32566 0.91477 4.10348
H 3.69030 0.95662 2.87520
H 5.80426 1.32358 1.71831
H 6.03082 0.86490 -0.69162
H 4.94262 0.09488 -2.83096
H 2.85616 -0.49269 -4.03670
H 0.67817 -0.41426 -2.80567
C -5.38774 -2.58174 -0.40340
S -4.74752 -1.67259 -1.83061
C -3.12159 -1.26459 -1.13153
S -3.01985 -0.18712 0.18555
N -2.16748 -1.90043 -1.71070
N -0.89565 -1.71988 -1.17077
C -0.07053 -2.71076 -1.69366
C 1.07922 -3.05667 -1.04186
C 1.93835 -4.14009 -1.44785
C 3.00834 -4.48052 -0.69279
C 3.28947 -3.74892 0.50749
C 2.45676 -2.72004 0.84046
N 1.37927 -2.34349 0.12244
H -6.43253 -2.82350 -0.60584
H -5.31115 -1.95143 0.48250
H -4.81756 -3.50110 -0.26011
H -0.44764 -3.29286 -2.52317
H 1.68515 -4.68008 -2.35346
H 3.64786 -5.30743 -0.98517
H 4.13132 -3.99566 1.14005
H 2.64991 -2.14889 1.74366
O 0.07187 2.57289 1.33658
B -0.54684 1.30484 1.12000
O -1.43908 1.14096 2.26055
C -1.32362 2.23494 3.05261
C -1.99029 2.53899 4.21686
C -1.69324 3.76658 4.82144
C -0.76204 4.63316 4.26244
C -0.09462 4.31214 3.07445
C -0.39954 3.10508 2.48953
H -2.72107 1.85416 4.62978
H -2.20281 4.04658 5.73576
H -0.55148 5.57706 4.75083
H 0.62241 4.98862 2.62656
C -3.04496 5.19530 -2.13214
Si -2.04711 4.02337 -1.00425
C -0.72922 5.19434 -0.29587
C -3.28266 3.60582 0.36550
Si -1.11889 2.12956 -2.02330
Si -2.73668 1.65578 -3.65030
C -2.82714 2.92975 -5.07276
C -2.42044 0.03578 -4.56852
C -4.50321 1.64896 -2.97369
Si 0.51697 3.17381 -3.33357
C 0.15328 4.90750 -4.04156
C 2.12210 3.43878 -2.36420
C 1.00140 2.20826 -4.90236
H -3.40670 6.07446 -1.58137
H -3.91274 4.67833 -2.55348
H -2.43214 5.54546 -2.96822
H -1.15322 5.86398 0.46247
H -0.30696 5.80954 -1.09630
H 0.08998 4.63495 0.16194
H -3.36994 4.41060 1.10485
H -3.00561 2.68791 0.89378
H -4.26935 3.42255 -0.07349
H -1.90536 2.92686 -5.66365
H -2.95654 3.93777 -4.67078
H -3.66722 2.72118 -5.75031
H -1.45279 0.08163 -5.08246
H -3.19838 -0.14977 -5.31918
H -2.39474 -0.81663 -3.88103
H -4.91412 2.66320 -2.97647
H -4.52462 1.27900 -1.94230
H -5.16194 1.00334 -3.56596
H 0.01415 5.63628 -3.23781
H -0.76694 4.89454 -4.63199
H 0.96948 5.26232 -4.68536
H 1.91080 3.91614 -1.40077
H 2.83118 4.07039 -2.91320
H 2.61375 2.48528 -2.14740
H 0.24579 2.34287 -5.68218
H 1.07810 1.13350 -4.70751
H 1.96691 2.54866 -5.29642
*
```

Output
- E_HOMO (spin up / spin down) (eV) = -0.53 / -0.53
- lowest unoccupied orbital energy (spin up / spin down) (eV) = 4.150 / 4.150
- orbital gap (spin up / spin down) (hartree) = 0.1718 / 0.1719

***

Arrangement x

DFT (ωB97M-V/def2-TZVPD) results for C41H51BN6O2S2Si4Ti as an isolated structure.

The geometry in ORCA input format:
```
! wB97M-V def2-TZVPD RIJCOSX def2/J DEFGRID3
* xyz -2 1
Ti -0.11176 -0.73678 0.17509
C -1.92973 -3.47941 3.17694
C -1.59540 -2.80875 1.99169
N -0.68172 -1.86647 1.96465
C -0.02821 -1.50682 3.09232
C -0.32074 -2.11114 4.33191
C -1.30067 -3.12421 4.33806
C 0.33444 -1.65786 5.50363
C 1.21932 -0.62320 5.39938
C 1.55531 -0.03963 4.16400
C 1.00622 -0.49515 2.96821
N 1.29654 -0.10999 1.69263
C 2.49014 0.35851 1.21714
C 3.60922 0.75432 1.94623
C 4.85038 0.98759 1.33001
C 5.03481 0.82306 -0.01212
C 3.92621 0.45626 -0.80977
C 4.03100 0.22414 -2.20198
C 2.92609 -0.10344 -2.93095
C 1.68394 -0.19479 -2.27945
N 1.56639 0.00507 -0.98475
C 2.65438 0.30548 -0.22695
H -2.68870 -4.24942 3.14970
H -2.07512 -3.03560 1.04879
H -1.54618 -3.60962 5.27645
H 0.09863 -2.11251 6.45818
H 1.69146 -0.22643 6.29142
H 2.21531 0.80996 4.17227
H 3.56678 0.84228 3.01566
H 5.68305 1.28550 1.95797
H 6.00145 0.96588 -0.47969
H 5.00357 0.31260 -2.67345
H 2.97489 -0.29084 -3.99461
H 0.76546 -0.40068 -2.81357
C -5.33626 -2.46656 -0.21086
S -4.71200 -1.65485 -1.69881
C -3.02455 -1.43378 -1.17900
S -2.62820 -0.42686 0.15319
N -2.13150 -2.09906 -1.82153
N -0.87538 -1.91916 -1.28812
C -0.01800 -2.87952 -1.81082
C 1.11199 -3.15654 -1.10970
C 2.06860 -4.17216 -1.47443
C 3.12314 -4.44366 -0.67590
C 3.28773 -3.70707 0.53903
C 2.37114 -2.73510 0.82645
N 1.30784 -2.41403 0.06147
H -6.41424 -2.58458 -0.32885
H -5.13549 -1.85033 0.66464
H -4.88337 -3.45016 -0.07797
H -0.34973 -3.46329 -2.65962
H 1.90581 -4.71588 -2.39826
H 3.83234 -5.21739 -0.95051
H 4.11170 -3.89367 1.21350
H 2.47961 -2.15313 1.73347
O 0.13194 2.39132 1.28252
B -0.68062 1.21534 1.21038
O -1.56090 1.26950 2.33704
C -1.25870 2.38707 3.03943
C -1.82448 2.86268 4.20144
C -1.31124 4.05428 4.71870
C -0.27870 4.73073 4.08216
C 0.28475 4.24583 2.89933
C -0.22572 3.06783 2.39994
H -2.63218 2.32895 4.68455
H -1.73040 4.46014 5.63182
H 0.09554 5.65460 4.50692
H 1.08215 4.76534 2.38529
C -3.14586 5.23352 -2.18843
Si -2.17638 4.00617 -1.09122
C -0.87144 5.13606 -0.28502
C -3.43774 3.53170 0.24960
Si -1.20960 2.11074 -2.07592
Si -2.77721 1.75718 -3.77924
C -2.89214 3.04681 -5.18689
C -2.43697 0.14913 -4.72765
C -4.54917 1.71547 -3.09441
Si 0.42192 3.22644 -3.34082
C 0.08934 4.95400 -4.08987
C 1.99120 3.50361 -2.30400
C 0.95854 2.22900 -4.87955
H -3.49862 6.07104 -1.57436
H -4.01673 4.76460 -2.65096
H -2.51855 5.63440 -2.98728
H -1.33860 5.77588 0.47128
H -0.41830 5.78005 -1.04279
H -0.07452 4.56524 0.19015
H -3.54759 4.33683 0.98442
H -3.17751 2.61253 0.77559
H -4.41030 3.35639 -0.22008
H -1.98286 3.07002 -5.79211
H -3.05689 4.05293 -4.79662
H -3.73076 2.79416 -5.84707
H -1.46485 0.22256 -5.22500
H -3.20149 -0.00913 -5.49696
H -2.41265 -0.72490 -4.07472
H -4.94833 2.73359 -3.06979
H -4.59097 1.30936 -2.08369
H -5.20481 1.10631 -3.72475
H -0.07124 5.70702 -3.31593
H -0.79205 4.94893 -4.73426
H 0.95334 5.26402 -4.69021
H 1.73775 3.99656 -1.36284
H 2.71036 4.13140 -2.84292
H 2.48345 2.56361 -2.04923
H 0.22616 2.35208 -5.68158
H 1.04396 1.15988 -4.68114
H 1.92788 2.58675 -5.24519
*
```

Output
- E_HOMO (eV) = -0.57
- lowest unoccupied orbital energy (eV) = 4.136
- orbital gap (hartree) = 0.1729

***

Unit: eV. Relative energies: arrangement w 0.785; arrangement x 0.000.

***

Arrangement w

DFT (ωB97M-V/def2-TZVPD) results for one molecule with the formula C26H29N3O5.

The geometry in ORCA input format:
```
! wB97M-V def2-TZVPD RIJCOSX def2/J DEFGRID3
* xyz 0 1
C -6.98515 -1.43786 0.65077
H -7.51731 -1.95051 1.44776
H -6.82036 -2.14144 -0.16217
H -7.61056 -0.62757 0.28491
C -5.65117 -0.89878 1.18126
N -4.79836 -0.24909 0.20420
C -4.19767 -1.15208 -0.76447
C -2.66741 -1.04863 -0.75267
H -2.36540 -0.04069 -1.03073
H -2.25193 -1.74944 -1.47870
C -2.12178 -1.37072 0.63908
N -0.69461 -1.18985 0.74445
C 0.21102 -2.15059 0.49644
O 0.03957 -3.29868 0.12575
C 1.55219 -1.57028 0.79864
C 1.40099 -0.29698 1.21633
C 2.34634 0.69874 1.72447
O 1.98289 1.59109 2.47448
C 3.73807 0.58379 1.29158
C 4.84944 1.15750 1.84691
C 5.95073 0.76130 1.04367
C 7.32313 1.00883 1.09676
C 8.10810 0.45364 0.11378
C 7.55861 -0.32502 -0.90195
C 6.19656 -0.59030 -0.98563
C 5.39363 -0.03536 0.01684
O 4.05111 -0.13425 0.18193
O 5.78307 -1.35971 -2.02321
C 4.40347 -1.62670 -2.15273
H 4.31234 -2.28219 -3.01756
H 4.01046 -2.12702 -1.26542
H 3.83630 -0.70811 -2.32899
H 8.19219 -0.74931 -1.66415
H 9.17444 0.61995 0.11739
H 7.73963 1.61597 1.88378
H 4.86505 1.77233 2.72306
C -0.07502 0.04124 1.18065
C -0.30753 1.19278 0.22882
C -0.80405 2.40900 0.67237
C -0.96563 3.43196 -0.25205
N -0.67535 3.30846 -1.53368
C -0.19589 2.14998 -1.95318
C 0.01201 1.06432 -1.11885
H 0.41002 0.13679 -1.50304
H 0.03490 2.09368 -3.00887
H -1.35027 4.39711 0.04920
H -1.04729 2.56096 1.71205
H -0.43114 0.32203 2.17945
O 2.60930 -2.37064 0.68438
H 2.26083 -3.24569 0.42034
H -2.61259 -0.72449 1.36981
H -2.33183 -2.41729 0.87859
H -4.46976 -2.18434 -0.52741
H -4.55957 -0.93929 -1.77873
C -5.38127 0.94848 -0.37320
C -4.31940 1.91695 -0.88492
H -4.78461 2.86233 -1.15289
H -3.81777 1.52740 -1.76644
H -3.57711 2.10127 -0.11292
H -6.07694 0.71394 -1.19752
H -5.95121 1.44563 0.41562
H -5.07985 -1.72117 1.62039
H -5.85058 -0.17339 1.97615
*
```

Output
- E_HOMO (eV) = -8.21
- SMILES string = CCN(CC)CCCN1C(=O)C(O)=C(C(=O)c2cc3cccc(OC)c3o2)[C@H]1c1ccncc1
- lowest unoccupied orbital energy (eV) = -0.579
- orbital gap (hartree) = 0.2805

***

Arrangement x

DFT (ωB97M-V/def2-TZVPD) results for a 3-piece molecular cluster, C26H29N3O5 overall.

The geometry in ORCA input format:
```
! wB97M-V def2-TZVPD RIJCOSX def2/J DEFGRID3
* xyz 0 1
C 2.98479 -1.81394 2.14065
O 1.88109 -1.05394 2.68825
C 0.78797 -1.72830 3.11881
C 0.77290 -3.09070 3.48716
C -0.42489 -3.66763 3.90307
C -1.60334 -2.92867 3.97989
C -1.56448 -1.54956 3.67444
O -2.60129 -0.68821 3.83269
C -3.82341 -1.15528 4.45364
C -0.38611 -0.97896 3.19287
N -0.37259 0.43163 2.95049
C 0.00096 1.08838 1.81167
C 0.38866 0.42554 0.57453
C 0.75969 1.25909 -0.57611
C 1.76384 0.91075 -1.41813
C 2.20688 1.74547 -2.52231
C 3.53278 1.64943 -3.01239
C 4.00705 2.53021 -3.98139
C 3.15228 3.50209 -4.52892
C 1.81885 3.56695 -4.10305
C 1.34702 2.70024 -3.11380
O 0.37865 -0.82203 0.50616
N -0.08722 2.41601 2.09582
C 0.15961 3.55892 1.23304
C -0.51770 2.58496 3.40313
C -0.67325 1.36412 3.93837
H 3.73349 -1.07171 1.85631
H 3.39644 -2.49434 2.89997
H 2.66119 -2.38797 1.25830
H 1.69372 -3.67479 3.44992
H -0.43473 -4.72332 4.17270
H -2.53855 -3.39788 4.29536
H -4.45314 -0.26673 4.53130
H -4.31318 -1.91605 3.82581
H -3.62033 -1.56716 5.45602
H 0.16591 2.16205 -0.72368
H 2.35345 0.01652 -1.20496
H 4.18745 0.88704 -2.58726
H 5.04362 2.46646 -4.31873
H 3.52058 4.19794 -5.28590
H 1.13867 4.30175 -4.53949
H 0.30631 2.76382 -2.78746
H 0.21106 4.44168 1.88181
H 1.10838 3.46160 0.69123
H -0.66869 3.70731 0.52410
H -0.67722 3.55917 3.83191
H -0.98930 1.08197 4.92357
O -4.03066 0.19720 -3.06511
C -3.94735 -0.13956 -1.94168
C -1.28642 -1.47627 -2.08980
C -1.75945 -2.59317 -2.93021
C -0.98122 -2.33216 -4.24552
C -0.47991 -0.88040 -4.18296
N -0.67023 -0.54393 -2.77779
O -3.88634 -0.48236 -0.81643
H -1.47283 -1.38998 -1.02497
H -1.57094 -3.57628 -2.49722
H -2.84324 -2.49879 -3.11674
H -0.11430 -3.00166 -4.29143
H -1.59742 -2.49874 -5.13045
H 0.56957 -0.79888 -4.49281
H -1.07850 -0.19615 -4.80238
H -0.56463 0.40720 -2.47390
*
```

Output
- E_HOMO (eV) = -3.54
- lowest unoccupied orbital energy (eV) = -0.780
- orbital gap (hartree) = 0.1014

***

Unit: eV. Relative energies: arrangement w 0.000; arrangement x 4.543.

***

Arrangement w

DFT (ωB97M-V/def2-TZVPD) results for a 2-piece molecular cluster, CH6OSi overall.

The geometry in ORCA input format:
```
! wB97M-V def2-TZVPD RIJCOSX def2/J DEFGRID3
* xyz 0 1
C 0.76397 0.92113 0.61172
O -0.04951 0.48217 -0.37449
Si -1.32935 -0.48547 -0.42388
H 0.20685 1.17804 1.59186
H 1.42716 1.63885 0.10501
H 1.82753 -1.55616 -0.28362
H -2.01168 -0.02400 -1.67100
H -2.03241 -0.26444 0.74119
H 1.19745 -1.89012 -0.29679
*
```

Output
- E_HOMO (spin up / spin down) (eV) = -7.84 / -8.28
- lowest unoccupied orbital energy (spin up / spin down) (eV) = 0.276 / -0.696
- orbital gap (spin up / spin down) (hartree) = 0.2983 / 0.2786

***

Arrangement x

DFT (ωB97M-V/def2-TZVPD) results for CH6OSi as an isolated structure.

The geometry in ORCA input format:
```
! wB97M-V def2-TZVPD RIJCOSX def2/J DEFGRID3
* xyz 0 1
C -0.09763 -1.02113 0.95380
O -0.11753 0.28440 0.57249
Si -0.42520 1.04477 -0.79414
H 0.25071 -1.15487 2.08767
H 0.26824 -1.70324 0.30786
H -1.46682 -1.18759 1.09383
H -0.08514 2.56862 -0.54861
H -1.95023 0.98714 -1.17440
H -0.02819 0.41313 -2.02333
*
```

Output
- E_HOMO (eV) = -9.99
- lowest unoccupied orbital energy (eV) = 0.843
- orbital gap (hartree) = 0.3981

***

Unit: eV. Relative energies: arrangement w 2.570; arrangement x 0.000.